Entry 1:
{"formula": "C34H33Cl3LiN8SSi", "method": "ωB97M-V/def2-TZVPD", "species": ["Cl", "Cl", "Cl", "S", "Si", "N", "N", "N", "N", "N", "N", "N", "N", "C", "C", "C", "C", "C", "C", "C", "C", "C", "C", "C", "C", "C", "C", "C", "C", "C", "C", "C", "C", "C", "C", "C", "C", "C", "C", "C", "C", "C", "C", "C", "C", "C", "C", "Li", "H", "H", "H", "H", "H", "H", "H", "H", "H", "H", "H", "H", "H", "H", "H", "H", "H", "H", "H", "H", "H", "H", "H", "H", "H", "H", "H", "H", "H", "H", "H", "H", "H"], "xyz": [[-0.8128, -4.1409, 1.2746], [0.9566, -1.7719, 2.4600], [2.1551, -3.7447, 0.2105], [0.7666, 1.1859, 2.6697], [0.3769, -2.5329, 0.5404], [2.8003, 0.0129, 0.1456], [-8.2625, 5.1188, -3.6171], [-0.1792, 1.4506, 1.4826], [4.3042, 1.7613, -0.6001], [4.3603, -0.4154, -1.6569], [-0.5832, 1.1240, -1.6929], [5.1694, -0.1586, 0.6098], [-2.3122, -0.2047, 0.3200], [-1.7361, 1.8578, -1.8383], [0.8074, 5.1525, 3.7398], [2.6371, 3.1036, 3.4077], [-6.2766, 3.8212, -2.6607], [5.2937, 1.2721, 0.3503], [-1.5861, 0.2192, 6.4904], [3.0279, -0.6841, -1.1192], [0.3642, 3.8749, 3.4495], [1.2819, 2.8524, 3.2772], [4.4823, 1.0213, -1.8466], [-1.5701, 0.8195, 4.1687], [-2.9611, -0.9502, 1.1835], [-7.3724, 4.5368, -3.1833], [2.1651, 5.4110, 3.8464], [-4.8975, 1.8570, -2.6544], [0.5043, 0.5271, 5.3539], [-1.5354, 2.8728, -2.8277], [-0.1990, 0.2085, 6.5026], [-3.2244, 0.6782, -0.2004], [3.8116, -0.4354, 1.0900], [5.3409, -0.8464, -0.6677], [-4.3292, -0.5924, 1.2701], [-0.2440, 2.7351, -3.2654], [2.9775, 1.4391, -0.0643], [0.2795, 1.6400, -2.5448], [-5.9744, 2.5519, -3.1591], [-0.1884, 0.8360, 4.1950], [-4.5043, 0.4463, 0.3962], [-4.4009, 3.6798, -1.1667], [3.0794, 4.3846, 3.6827], [-5.4789, 4.3853, -1.6621], [-4.0961, 2.4175, -1.6620], [-2.9434, 1.6264, -1.1774], [-2.2711, 0.5123, 5.3235], [-0.3417, -0.0648, 0.0413], [3.3393, 2.2904, 3.2867], [-2.2655, 3.5935, -3.1526], [1.2616, 1.2261, -2.6834], [2.8612, 1.9636, 0.8864], [5.4748, 1.2480, -2.2523], [1.5843, 0.5226, 5.3509], [0.0954, 5.9522, 3.8790], [-0.6947, 3.6779, 3.3506], [-2.0929, 1.0171, 3.2436], [-2.4716, -1.7353, 1.7316], [3.6591, 0.0750, 2.0473], [-4.6524, 0.8739, -3.0266], [3.7183, 1.3462, -2.5582], [2.2064, 1.7914, -0.7461], [-5.7155, 5.3675, -1.2813], [6.3487, -0.6328, -1.0455], [4.1363, 4.5850, 3.7636], [5.1822, 1.8211, 1.2919], [5.2330, -1.9222, -0.5079], [0.3245, -0.0533, 7.4116], [-5.0621, -1.0713, 1.8917], [-3.3518, 0.5041, 5.3190], [-0.8999, 2.1448, 1.6254], [2.2785, -0.3591, -1.8400], [3.7076, -1.5128, 1.2374], [2.5088, 6.4134, 4.0540], [2.9275, -1.7542, -0.9501], [-6.5937, 2.1231, -3.9327], [-2.1315, -0.0169, 7.3933], [6.2941, 1.4542, -0.0615], [0.2792, 3.3282, -3.9962], [-5.4087, 0.9889, 0.1793], [-3.7760, 4.1082, -0.3961]], "atomic_forces_ev_per_a": [[-0.41, -0.26, 0.02], [0.09, -0.20, 0.69], [0.17, -0.22, -0.06], [0.01, 1.55, 1.55], [0.16, -0.29, -0.35], [-0.25, -0.05, 0.13], [-0.18, 0.12, -0.07], [0.08, -0.50, -0.86], [-0.02, 0.25, -0.02], [0.04, -0.11, -0.33], [0.36, -0.49, 0.37], [0.18, 0.01, 0.16], [0.55, -0.31, 0.00], [-0.15, 0.43, -0.28], [-0.06, -0.01, 0.02], [-0.10, -0.25, -0.02], [0.92, -0.47, 0.39], [0.24, 0.07, 0.11], [-0.05, -0.07, 0.04], [-0.07, -0.13, -0.08], [-0.08, -0.07, -0.04], [0.17, -0.46, -0.27], [0.10, 0.11, -0.15], [0.11, 0.02, -0.27], [-0.03, -0.01, -0.04], [-0.65, 0.44, -0.30], [0.09, 0.01, 0.01], [0.11, 0.11, 0.07], [-0.01, -0.05, 0.00], [-0.10, -0.02, 0.08], [0.02, 0.08, 0.04], [-0.35, 0.27, -0.10], [0.08, -0.23, 0.24], [0.16, -0.12, -0.05], [-0.28, 0.03, 0.11], [-0.06, 0.19, -0.14], [-0.10, 0.23, -0.06], [0.02, -0.01, -0.09], [-0.16, 0.13, 0.05], [0.14, -0.17, -0.30], [-0.05, 0.06, -0.01], [0.18, -0.12, 0.00], [0.06, 0.20, 0.12], [-0.23, -0.06, -0.14], [-0.35, 0.09, -0.10], [0.27, -0.31, 0.17], [-0.02, 0.09, 0.16], [-0.25, 0.50, -0.33], [0.11, -0.04, -0.07], [-0.06, 0.08, -0.04], [0.20, -0.13, 0.07], [-0.05, 0.01, -0.01], [-0.08, 0.01, -0.01], [0.16, -0.03, 0.02], [-0.09, 0.06, 0.00], [-0.10, -0.03, 0.00], [-0.06, -0.03, -0.16], [0.18, -0.18, 0.09], [0.00, -0.07, -0.04], [0.01, -0.09, -0.04], [0.08, 0.02, -0.02], [-0.01, 0.12, -0.03], [-0.02, 0.07, 0.02], [-0.10, -0.07, 0.02], [0.14, 0.01, 0.02], [0.03, -0.03, -0.05], [0.02, 0.04, -0.03], [0.08, 0.02, 0.02], [-0.18, -0.03, 0.11], [-0.06, -0.01, -0.07], [-0.16, 0.05, 0.09], [-0.03, -0.06, -0.04], [-0.04, 0.08, 0.08], [0.03, 0.09, 0.02], [-0.04, 0.09, -0.09], [-0.04, -0.03, -0.06], [-0.04, -0.04, 0.04], [-0.07, 0.08, 0.12], [0.00, 0.03, -0.09], [-0.10, 0.01, 0.00], [0.04, 0.02, 0.05]], "spin_multiplicity": 1, "charge": -1, "e_tot_ev": -104205.2779}

=====

Entry 2:
{"formula": "C34H33F3IrN7OS2", "method": "ωB97M-V/def2-TZVPD", "species": ["Ir", "S", "S", "F", "F", "F", "O", "N", "N", "N", "N", "N", "N", "N", "C", "C", "C", "C", "C", "C", "C", "C", "C", "C", "C", "C", "C", "C", "C", "C", "C", "C", "C", "C", "C", "C", "C", "C", "C", "C", "C", "C", "C", "C", "C", "C", "C", "C", "H", "H", "H", "H", "H", "H", "H", "H", "H", "H", "H", "H", "H", "H", "H", "H", "H", "H", "H", "H", "H", "H", "H", "H", "H", "H", "H", "H", "H", "H", "H", "H", "H"], "xyz": [[-0.6362, 0.0245, -1.3453], [1.0727, 0.7549, -2.7899], [4.0695, 0.5597, -2.4319], [-1.3881, -1.7563, -3.5761], [-2.9377, -1.3303, -2.1411], [-1.3874, -2.7517, -1.6568], [1.4060, -2.4292, -2.9595], [-1.7661, -0.5417, 0.2847], [-1.6020, 1.3384, -2.5415], [2.3878, -0.7445, -1.0051], [1.1878, -1.0714, -0.4345], [-3.6153, -1.3173, 1.7031], [-0.9998, 2.9051, -0.8324], [-0.4269, 1.9442, -0.2891], [2.7912, -5.6219, -2.2144], [2.5337, -5.6837, -0.8246], [-1.5812, -1.5413, -2.2573], [0.1921, -2.6128, 1.1166], [-2.8317, 2.0815, -4.4369], [1.4619, 1.6735, 2.8805], [2.7669, 3.5721, -0.8737], [-3.9952, -0.5724, 2.9204], [-0.0109, 2.1931, 1.0662], [5.1913, 4.1391, 0.3432], [-1.6367, 2.5959, -2.0525], [5.1600, 3.4316, -0.8486], [3.9480, 3.1506, -1.4733], [-3.3776, -1.2493, 4.1369], [-3.4211, -3.4460, 2.8889], [-2.2796, 3.6195, -2.7066], [1.9536, -4.6104, -0.1582], [-0.1809, 3.4168, 3.1198], [1.6231, -3.4345, -0.8162], [1.0206, 1.4310, 1.5886], [-2.1640, 1.0943, -3.7271], [4.0066, 4.5684, 0.9305], [-0.6202, 3.1861, 1.8300], [-2.9025, 3.3572, -3.9177], [2.7950, 4.2818, 0.3213], [-4.0413, -2.7320, 1.6959], [2.4378, 0.1293, -1.9297], [-2.6435, -0.9098, 0.9409], [3.9103, 2.3605, -2.7533], [2.4726, -4.5060, -2.9164], [1.8238, -3.3615, -2.2784], [0.8657, 2.6634, 3.6474], [-3.7878, -2.7249, 4.1901], [1.0419, -2.3216, -0.0817], [-5.1293, -2.7307, 1.7825], [-2.3334, -3.4665, 2.7727], [1.8207, 3.3577, -1.3584], [-0.6524, 4.1864, 3.7165], [2.2866, 1.0974, 3.2791], [-2.2806, 4.5992, -2.2504], [6.0850, 3.0956, -1.3043], [-0.5865, -3.3444, 0.8866], [-2.2877, -1.1671, 4.0826], [1.8119, -4.6688, 0.9131], [-2.0678, 0.0937, -4.1121], [-3.7718, -4.4790, 2.9095], [2.8138, -6.5690, -0.2695], [2.9844, 2.5218, -3.2980], [-3.3114, -3.2168, 5.0375], [1.2186, 2.8580, 4.6518], [-3.7068, -0.7287, 5.0377], [1.8677, 4.6139, 0.7748], [-3.2826, 1.8338, -5.3869], [4.7576, 2.5858, -3.3983], [-5.0844, -0.6074, 2.9835], [-0.2532, -1.6990, 1.4891], [-4.8696, -2.7922, 4.3451], [-1.4308, 3.7618, 1.4050], [0.8262, -3.0336, 1.9017], [-3.6864, 0.4662, 2.8198], [-3.7726, -3.1864, 0.7442], [6.1412, 4.3571, 0.8143], [-3.4265, 4.1407, -4.4481], [2.6526, -4.4226, -3.9801], [4.0313, 5.1259, 1.8583], [3.2531, -6.4667, -2.7085], [1.4975, 0.6814, 0.9736]], "atomic_forces_ev_per_a": [[1.91, 0.52, 0.53], [-0.34, -0.19, -0.14], [0.01, 0.03, -0.23], [0.12, -0.08, -0.01], [-0.06, 0.00, -0.09], [0.05, 0.00, -0.01], [-0.07, 0.09, -0.06], [-0.87, 0.15, -0.38], [-0.96, -0.05, 0.75], [0.49, -0.27, 0.31], [-1.09, -0.17, -0.48], [-0.18, 0.04, -0.10], [-0.59, -0.15, -0.11], [0.23, -0.14, 0.45], [0.07, -0.11, 0.23], [0.01, -0.06, -0.21], [0.70, -0.23, 0.08], [-0.21, -0.18, -0.23], [0.16, -0.09, 0.00], [0.02, 0.01, 0.01], [-0.03, 0.13, 0.02], [0.19, -0.08, 0.06], [0.16, 0.08, -0.29], [-0.02, -0.03, -0.02], [0.48, 0.16, -0.03], [0.00, 0.05, 0.00], [-0.02, -0.07, -0.07], [-0.12, -0.10, 0.03], [-0.11, 0.02, 0.11], [-0.11, 0.27, -0.15], [0.00, 0.26, -0.03], [0.04, -0.04, 0.04], [0.75, -0.14, 0.34], [0.17, -0.14, -0.10], [-0.10, 0.06, -0.14], [0.03, -0.03, 0.02], [-0.14, 0.06, -0.10], [-0.05, 0.16, 0.07], [-0.03, -0.04, -0.03], [0.20, -0.04, 0.09], [-0.15, 0.14, -0.17], [-0.21, 0.10, 0.21], [-0.07, -0.26, 0.31], [-0.12, 0.19, 0.04], [0.02, -0.23, 0.06], [-0.04, 0.05, -0.08], [0.09, 0.05, -0.11], [-0.50, 0.08, -0.22], [-0.02, 0.01, -0.08], [0.00, -0.03, -0.03], [0.03, 0.00, -0.01], [0.01, -0.01, 0.00], [-0.01, 0.01, -0.01], [0.02, 0.00, -0.04], [-0.01, 0.01, 0.02], [0.03, 0.01, 0.04], [0.00, 0.04, 0.01], [0.00, -0.09, -0.02], [-0.07, -0.01, 0.03], [0.02, 0.00, 0.01], [-0.02, 0.01, 0.00], [0.07, 0.10, -0.13], [-0.01, 0.00, 0.02], [-0.02, -0.02, 0.00], [0.04, 0.00, 0.01], [0.01, -0.01, -0.01], [0.02, -0.03, 0.01], [-0.02, 0.04, -0.03], [-0.02, 0.06, -0.05], [0.13, -0.01, 0.10], [0.01, -0.01, 0.02], [0.01, 0.01, 0.03], [0.03, 0.03, -0.03], [0.03, 0.00, -0.06], [0.04, 0.07, -0.03], [-0.01, 0.01, -0.01], [0.02, 0.01, 0.02], [-0.04, 0.02, 0.01], [0.00, -0.01, -0.01], [0.00, 0.00, 0.02], [-0.01, 0.02, 0.02]], "s_squared": 0.82, "spin_multiplicity": 2, "charge": 1, "e_tot_ev": -80926.9299}

=====

Entry 3:
{"formula": "C34H33F5N4O3PSZr", "method": "ωB97M-V/def2-TZVPD", "species": ["Zr", "S", "P", "F", "F", "F", "F", "F", "O", "O", "O", "N", "N", "N", "N", "C", "C", "C", "C", "C", "C", "C", "C", "C", "C", "C", "C", "C", "C", "C", "C", "C", "C", "C", "C", "C", "C", "C", "C", "C", "C", "C", "C", "C", "C", "C", "C", "C", "C", "H", "H", "H", "H", "H", "H", "H", "H", "H", "H", "H", "H", "H", "H", "H", "H", "H", "H", "H", "H", "H", "H", "H", "H", "H", "H", "H", "H", "H", "H", "H", "H", "H"], "xyz": [[-0.0769, 0.2284, 0.0594], [-2.4599, 0.9030, -0.3430], [-1.0039, -3.0148, 0.4928], [0.5006, 3.4982, -5.2607], [0.8237, 2.4628, -0.6373], [0.9408, 4.3386, -2.6970], [-0.2237, -0.8808, -3.7100], [-0.0715, 0.9024, -5.7568], [-0.1771, -1.7320, 0.3925], [-0.9448, 7.4153, 0.5890], [-2.2057, 7.6973, -1.1998], [2.1512, 0.2867, 0.5050], [-1.4214, -3.3449, 2.0414], [-2.4153, -2.7711, -0.3296], [-0.0644, -4.2492, -0.0528], [0.6443, 1.0341, 4.9545], [-1.7172, 3.3330, 0.7918], [-2.3739, -2.2344, -1.6919], [1.3512, 0.9355, 2.6605], [0.5834, 2.1101, -1.9684], [3.1497, 0.1237, -0.4273], [-1.8190, 5.4416, -0.3789], [1.6541, 1.1049, 4.0120], [-0.6662, 0.8302, 4.5448], [3.6528, 1.5826, 1.8473], [-1.2497, -4.6373, 2.6906], [-2.2867, 4.7755, -1.5063], [-1.5249, 4.7000, 0.7611], [2.9254, -0.6933, -1.5580], [0.1438, 1.3016, -4.5085], [1.3042, -4.0298, -0.5212], [4.6346, 1.4886, 0.9088], [0.0633, 0.4160, -3.4499], [4.4263, 0.7074, -0.2494], [2.4112, 0.9458, 1.6395], [0.6712, 3.0643, -2.9572], [0.2717, 0.7808, -2.1335], [-0.9582, 0.6676, 3.1979], [-2.1829, 2.6597, -0.3423], [0.4395, 2.6376, -4.2562], [-1.6045, 6.9242, -0.2818], [-2.3386, -2.4300, 2.7207], [5.1991, -0.3340, -2.2806], [-3.5959, -3.5911, -0.0756], [-2.4648, 3.4018, -1.4879], [5.4391, 0.4700, -1.2030], [-0.6821, -5.4792, -0.5370], [3.9335, -0.9211, -2.4546], [0.0356, 0.6953, 2.2161], [1.9350, -4.8522, -0.1796], [-2.8228, 2.8900, -2.3726], [-1.9941, 0.5432, 2.8985], [-3.6881, -4.4005, -0.8052], [1.9591, -1.1633, -1.6784], [-1.5266, 2.7907, 1.7014], [-2.3920, -3.0339, -2.4384], [-2.7252, 7.1885, -1.8302], [-2.5753, -1.5922, 2.0666], [-2.4855, 5.3033, -2.4325], [2.6741, 1.2624, 4.3381], [-0.0526, -6.3290, -0.2693], [-1.1437, 5.2264, 1.6258], [1.3485, -3.9893, -1.6136], [-3.2392, -1.5893, -1.8434], [-1.8807, -2.0569, 3.6375], [-3.2702, -2.9385, 2.9846], [6.4085, 0.9274, -1.0515], [-0.8256, -4.4916, 3.6852], [-4.4832, -2.9599, -0.1457], [-1.4610, 0.8020, 5.2797], [-0.5741, -5.2585, 2.1109], [-1.6618, -5.6162, -0.0800], [0.8745, 1.1450, 6.0055], [-2.2090, -5.1530, 2.7965], [1.6929, -3.1046, -0.1069], [5.5849, 1.9892, 1.0469], [3.7935, 2.1666, 2.7441], [5.9838, -0.5336, -2.9972], [-3.5550, -4.0216, 0.9226], [3.7610, -1.5643, -3.3076], [-0.7958, -5.4657, -1.6247], [-1.4747, -1.6421, -1.8362]], "atomic_forces_ev_per_a": [[-1.41, -0.52, -0.33], [0.12, -0.24, 0.39], [-0.72, -1.19, 0.40], [0.01, 0.09, -0.07], [-0.13, 0.26, -0.14], [0.04, 0.04, -0.02], [-0.01, 0.02, -0.27], [0.01, -0.01, -0.10], [-0.03, -0.03, -0.42], [-0.03, 0.04, -0.06], [0.06, 0.26, -0.12], [0.54, 0.30, 0.21], [-0.14, 0.09, -0.59], [0.57, -0.21, 0.02], [-0.06, 0.61, -0.13], [-0.05, 0.03, 0.01], [-0.18, -0.07, -0.19], [-0.04, -0.05, 0.09], [-0.25, 0.06, 0.17], [0.08, -0.39, 0.07], [0.27, -0.06, -0.10], [0.04, -0.15, 0.11], [0.09, -0.03, -0.11], [-0.01, -0.06, 0.03], [0.01, 0.09, 0.07], [0.17, 0.02, 0.07], [0.04, 0.08, 0.00], [0.02, 0.14, -0.02], [0.10, -0.03, 0.19], [-0.06, -0.07, 0.14], [0.03, -0.09, 0.12], [-0.09, -0.06, 0.02], [0.02, -0.22, 0.48], [-0.27, -0.11, -0.03], [0.30, -0.25, -0.11], [-0.02, 0.09, 0.06], [0.50, 0.87, -0.64], [-0.11, 0.11, -0.19], [-0.02, 0.38, 0.16], [0.02, -0.09, 0.10], [0.04, -0.17, 0.05], [0.03, -0.03, 0.10], [0.15, 0.07, 0.00], [-0.08, 0.06, 0.11], [0.04, -0.22, -0.15], [0.00, 0.03, -0.03], [-0.08, 0.07, -0.02], [-0.14, -0.02, 0.00], [0.64, 0.71, 0.66], [0.00, 0.01, -0.01], [0.00, 0.01, -0.01], [-0.01, 0.01, 0.03], [0.02, 0.02, -0.01], [0.02, -0.05, -0.09], [0.05, -0.10, 0.12], [0.04, -0.01, 0.02], [-0.05, -0.11, 0.05], [-0.03, 0.07, 0.09], [-0.05, 0.00, 0.00], [0.00, 0.00, 0.01], [-0.04, 0.00, 0.05], [-0.04, -0.02, 0.03], [-0.02, 0.03, 0.02], [0.05, 0.03, -0.04], [0.01, 0.04, -0.03], [0.01, -0.02, -0.07], [0.02, -0.02, -0.02], [0.00, -0.02, -0.01], [-0.01, -0.03, 0.01], [-0.01, -0.01, 0.00], [0.04, -0.02, 0.08], [0.01, -0.07, -0.03], [0.01, 0.02, 0.00], [-0.01, 0.03, -0.02], [0.07, -0.02, -0.03], [0.01, 0.00, 0.02], [0.04, 0.00, 0.00], [0.00, 0.03, -0.01], [-0.04, -0.01, -0.02], [-0.03, 0.00, 0.00], [-0.02, 0.00, 0.01], [-0.02, 0.03, -0.15]], "spin_multiplicity": 1, "charge": 1, "e_tot_ev": -82886.7599}

=====

It is found that the energy above the lowest of the compared OMol25 structures with the same formula, charge and spin values, taken in the order of the records, are 57.5, 114.3, 0.0 kJ/mol.